{"formula": "C10H7BBr2Cl28", "method": "ωB97M-V/def2-TZVPD", "symbols": ["B", "C", "Br", "C", "C", "Br", "H", "H", "H", "H", "H", "H", "H", "C", "Cl", "Cl", "Cl", "Cl", "C", "Cl", "Cl", "Cl", "Cl", "C", "Cl", "Cl", "Cl", "Cl", "C", "Cl", "Cl", "Cl", "Cl", "C", "Cl", "Cl", "Cl", "Cl", "C", "Cl", "Cl", "Cl", "Cl", "C", "Cl", "Cl", "Cl", "Cl"], "coordinates": [[0.8068, -2.0637, -2.0562], [-0.4856, -2.3577, -1.2144], [-0.0912, -1.7471, 0.5850], [-1.7627, -1.7392, -1.8596], [-2.9163, -2.7290, -1.7656], [-2.3058, -0.0805, -1.0084], [1.2731, -0.9692, -2.0566], [1.2914, -2.9232, -2.7231], [-0.6796, -3.4255, -1.1001], [-1.5627, -1.4651, -2.8984], [-2.9884, -3.0894, -0.7354], [-2.7263, -3.5888, -2.4179], [-3.8712, -2.2708, -2.0327], [1.8277, 2.4877, 2.0805], [2.6173, 3.4113, 0.8011], [2.8664, 2.4393, 3.5074], [0.2828, 3.2341, 2.5011], [1.5143, 0.8380, 1.5183], [-2.7156, 0.1868, 3.5756], [-2.9345, -1.4208, 2.8770], [-2.9544, 1.4260, 2.3361], [-3.8925, 0.4310, 4.8730], [-1.0794, 0.3220, 4.2281], [-1.6328, 6.5827, 4.8412], [-0.8343, 7.4219, 3.5062], [-0.6400, 6.7018, 6.2959], [-3.2118, 7.3148, 5.1390], [-1.8440, 4.8811, 4.4098], [-3.7495, -7.2092, -1.1259], [-3.4159, -5.8028, -0.1068], [-5.4682, -7.5982, -1.0476], [-3.3048, -6.8331, -2.7978], [-2.8007, -8.5850, -0.5611], [6.5182, 1.1902, 0.3341], [7.0279, 2.5334, 1.3595], [4.8559, 0.7476, 0.7170], [6.6127, 1.6815, -1.3664], [7.5828, -0.1940, 0.6026], [5.1164, -2.2996, -4.3665], [6.4737, -2.7701, -5.3953], [3.8548, -1.5623, -5.3625], [4.4680, -3.7332, -3.5583], [5.6663, -1.1387, -3.1574], [-2.1562, 4.7522, -1.0779], [-2.1139, 5.3976, 0.5697], [-1.1148, 5.7270, -2.1185], [-1.5880, 3.0835, -1.0618], [-3.8156, 4.8047, -1.6861]], "forces_ev_per_a": [[0.0, 0.1, 0.1], [-0.1, 0.0, -0.5], [0.2, -0.5, 0.2], [0.0, -0.3, 0.3], [0.0, 0.1, 0.0], [-0.2, 0.2, -0.3], [-0.1, 0.0, 0.0], [0.0, 0.0, 0.0], [0.1, 0.1, 0.0], [0.0, 0.0, 0.1], [-0.1, 0.1, -0.1], [0.0, 0.1, 0.1], [0.1, -0.1, -0.1], [-0.1, -0.1, 0.0], [-0.1, 0.1, 0.0], [0.0, 0.0, 0.0], [0.2, 0.1, -0.1], [0.1, 0.2, 0.0], [0.0, 0.0, 0.0], [-0.1, 0.1, 0.0], [0.0, 0.0, 0.0], [0.0, 0.0, 0.0], [0.0, 0.0, 0.0], [0.0, 0.0, 0.0], [0.0, 0.0, 0.0], [0.0, 0.0, 0.0], [0.0, 0.0, 0.0], [-0.1, 0.0, 0.1], [0.0, 0.0, 0.0], [0.0, -0.1, 0.0], [0.0, 0.0, 0.0], [0.0, 0.0, 0.0], [0.0, 0.0, 0.0], [0.0, 0.0, 0.0], [0.0, 0.0, 0.0], [0.1, -0.1, 0.0], [0.0, 0.0, 0.0], [0.0, 0.0, 0.0], [0.0, 0.0, 0.0], [0.0, 0.0, 0.0], [0.0, 0.0, 0.0], [0.0, 0.0, 0.0], [0.0, 0.0, 0.0], [0.0, 0.0, 0.1], [0.0, 0.0, 0.0], [0.0, 0.0, 0.0], [0.0, 0.1, 0.0], [0.0, 0.0, 0.0]], "lumo_ha": -0.0117, "spin_multiplicity": 1, "homo_ev": -9.8781}

{"formula": "C4H4I2", "method": "ωB97M-V/def2-TZVPD", "symbols": ["C", "C", "C", "C", "I", "I", "H", "H", "H", "H"], "coordinates": [[0.5197, -0.2569, 1.0393], [-2.7125, 0.5105, 0.3843], [-0.9652, -0.4063, 0.7675], [1.6520, -0.3527, 1.4609], [-2.4159, 2.4753, -0.0081], [0.9777, 1.9659, -2.6135], [-1.2431, -1.0516, -0.0760], [-1.4767, -0.5627, 1.6864], [2.6432, -0.4660, 1.7863], [0.0514, 1.0556, -1.6784]], "forces_ev_per_a": [[-1.8, 0.4, -0.2], [1.8, 0.5, -0.1], [0.7, -0.6, -0.3], [-1.6, 0.2, -0.8], [-0.3, 0.4, -0.1], [0.1, 0.0, -0.1], [0.6, -0.1, 0.7], [0.0, -0.8, 0.6], [0.6, 0.0, 0.2], [0.0, 0.0, 0.1]], "lumo_ha": [0.0037, -0.0945], "spin_multiplicity": 3, "e_above_lowest_ev": 3.435, "homo_ev": [-8.0779, -9.7170]}

{"formula": "C30H54F9N4O7PS", "method": "ωB97M-V/def2-TZVPD", "symbols": ["C", "C", "C", "O", "P", "C", "N", "N", "C", "C", "O", "C", "C", "O", "S", "O", "O", "C", "F", "F", "C", "F", "F", "C", "F", "F", "C", "F", "F", "F", "H", "H", "H", "H", "H", "H", "H", "H", "H", "H", "H", "H", "H", "H", "H", "H", "H", "H", "C", "C", "C", "C", "C", "C", "N", "O", "C", "C", "C", "H", "H", "H", "H", "H", "H", "H", "H", "H", "H", "H", "H", "H", "H", "H", "H", "H", "H", "C", "C", "C", "C", "C", "C", "N", "O", "C", "C", "C", "H", "H", "H", "H", "H", "H", "H", "H", "H", "H", "H", "H", "H", "H", "H", "H", "H", "H"], "coordinates": [[2.4478, -3.1919, 2.5716], [2.9194, -1.9526, 1.6240], [1.5974, -1.0329, 1.4539], [1.6755, -0.1313, 0.3212], [0.2143, 0.7642, 0.1111], [-0.0412, 0.0113, -1.6087], [1.2546, -0.5203, -2.1833], [1.0003, 2.3311, 0.2863], [1.4435, 2.9160, -1.0059], [2.6221, 2.3789, -1.9295], [0.7964, 3.9069, -1.4303], [2.0555, 2.3374, 1.3131], [1.5618, 2.3329, 2.8557], [3.2842, 2.3886, 1.1102], [-1.7481, 1.7939, 0.0752], [-1.9437, 2.5424, -1.2404], [-1.6539, 2.8574, 1.1482], [-3.1744, 0.6232, 0.2729], [-2.8668, -0.2689, 1.3607], [-3.1359, -0.2346, -0.8850], [-4.6385, 1.2337, 0.3122], [-5.1127, 1.2688, -1.0372], [-5.5022, 0.2971, 0.9689], [-4.8586, 2.6839, 0.9105], [-4.2817, 3.7364, 0.1447], [-6.2704, 2.9325, 0.7961], [-4.5310, 2.8822, 2.4652], [-5.7507, 2.8850, 3.1990], [-3.9041, 4.1278, 2.7367], [-3.7199, 1.8978, 3.0398], [3.3257, -3.8074, 2.9510], [1.6939, -3.8096, 1.9835], [1.8520, -2.6964, 3.4270], [3.7833, -1.4088, 2.1248], [3.2404, -2.3517, 0.6049], [1.5297, -0.4160, 2.4250], [0.7216, -1.7847, 1.3800], [-0.2566, 0.1443, 1.3377], [-0.6941, -0.9297, -1.4534], [-0.4532, 0.7206, -2.3952], [1.2821, -1.5458, -2.1129], [1.2840, -0.2136, -3.1707], [3.3886, 3.1772, -2.2161], [2.1745, 2.0083, -2.9259], [3.1974, 1.5485, -1.3966], [1.8091, 3.3864, 3.2451], [0.4541, 2.0807, 2.9110], [2.2231, 1.5533, 3.3748], [5.4616, 0.4582, -7.2296], [4.1509, -0.3248, -6.9359], [3.6822, -1.1179, -8.1815], [2.9535, -0.2925, -9.2362], [1.8423, 0.5290, -8.5976], [2.3605, 1.4136, -7.4493], [3.1210, 0.6304, -6.4216], [2.2179, -0.0788, -5.6997], [3.2437, 2.5346, -8.0519], [1.1706, 2.1842, -6.8279], [4.5779, -1.3906, -5.8884], [5.3569, 1.5365, -7.1111], [6.2588, 0.1957, -6.5276], [5.8382, 0.2679, -8.2371], [3.0022, -1.9197, -7.8688], [4.5361, -1.6203, -8.6500], [3.6600, 0.3474, -9.7726], [2.5244, -0.9639, -9.9869], [1.3679, 1.1473, -9.3673], [1.0617, -0.1497, -8.2329], [3.6620, 3.1713, -7.2668], [2.6513, 3.1773, -8.7108], [4.0637, 2.1601, -8.6654], [0.3800, 1.5206, -6.4675], [0.7049, 2.8420, -7.5677], [1.4996, 2.8104, -5.9936], [4.8715, -0.9228, -4.9450], [5.4388, -1.9596, -6.2568], [3.7907, -2.1178, -5.6809], [-3.7257, -3.4792, 7.7878], [-2.5993, -2.4127, 7.6805], [-3.1076, -1.0166, 8.1200], [-3.9199, -0.2654, 7.0705], [-3.1807, -0.2411, 5.7397], [-2.8069, -1.6542, 5.2575], [-2.0468, -2.4296, 6.2907], [-0.7881, -1.9238, 6.3354], [-4.1061, -2.3965, 4.8569], [-2.0273, -1.5443, 3.9261], [-1.5671, -2.8484, 8.7575], [-3.9670, -3.9504, 6.8351], [-3.4325, -4.3183, 8.4260], [-4.6487, -3.0638, 8.1982], [-2.2520, -0.3832, 8.3838], [-3.7037, -1.1049, 9.0354], [-4.9113, -0.7151, 6.9638], [-4.0891, 0.7610, 7.4115], [-3.8055, 0.2608, 4.9934], [-2.2801, 0.3766, 5.8435], [-3.8919, -3.4205, 4.5368], [-4.5951, -1.8891, 4.0188], [-4.8497, -2.4328, 5.6535], [-1.1301, -0.9238, 4.0115], [-2.6441, -1.0837, 3.1498], [-1.7276, -2.5318, 3.5624], [-1.1062, -3.8054, 8.4995], [-2.0614, -2.9709, 9.7278], [-0.7736, -2.1133, 8.9037]], "forces_ev_per_a": [[-0.4, 1.4, -0.4], [-0.9, -0.7, 0.1], [1.4, -0.8, 0.9], [-1.2, -0.4, 1.4], [3.3, -2.1, 0.5], [0.7, -1.4, -1.5], [-1.3, 0.6, -0.3], [1.1, -0.9, -0.5], [-1.3, 3.8, -3.2], [0.4, -0.8, 0.5], [2.2, -3.7, 1.9], [2.6, -0.2, 1.8], [0.4, -0.2, -1.4], [-4.1, 0.3, -0.3], [0.0, 7.8, -2.0], [-0.1, -3.2, 2.5], [-1.1, -3.5, -0.8], [0.0, -3.3, -0.6], [-1.0, 2.3, -2.3], [0.0, 1.8, 2.4], [-2.0, -1.4, -1.6], [1.2, 0.3, 3.1], [2.1, 2.3, -1.0], [-2.0, 2.6, -0.9], [-0.9, -3.1, 1.9], [2.9, -0.9, 0.2], [0.3, 1.5, 3.1], [2.9, -0.2, -1.7], [-1.7, -3.2, -1.0], [-1.8, 1.7, -1.6], [-1.3, 0.8, -0.5], [1.1, 0.5, 0.8], [1.1, -1.1, -1.0], [-1.2, -0.5, -0.8], [-0.3, 0.7, 1.3], [-0.3, -1.0, -1.3], [1.1, 1.3, 0.0], [-0.2, 0.7, -0.8], [0.3, 2.0, 0.0], [-0.1, -0.7, 1.6], [0.1, 0.9, -0.2], [0.2, -0.7, 0.7], [-1.4, -0.7, 0.7], [0.5, 0.5, 1.7], [-1.0, 1.0, -0.9], [-0.6, -1.7, -0.5], [1.4, 0.5, 0.2], [-1.1, 1.3, -0.6], [0.2, 0.5, 0.0], [2.0, -0.4, -0.1], [-0.5, 0.1, -0.2], [0.1, 0.0, 0.0], [0.1, -0.4, 0.0], [-0.2, 2.0, -0.8], [-3.1, -3.0, 0.4], [1.6, 1.6, -0.6], [0.3, -0.1, -0.1], [0.0, -0.6, 0.5], [-0.7, 0.2, 0.3], [-0.2, -0.1, -0.1], [-0.2, -0.2, -0.1], [-0.1, 0.0, 0.0], [0.0, 0.1, 0.2], [0.1, 0.1, 0.3], [0.0, 0.1, 0.0], [0.1, 0.0, 0.0], [0.1, 0.2, 0.3], [0.1, 0.1, 0.2], [0.0, -0.1, 0.0], [-0.1, -0.2, 0.2], [0.0, 0.0, 0.1], [0.2, 0.0, 0.0], [0.3, -0.1, -0.1], [0.0, -0.1, 0.0], [-0.1, 0.0, -0.1], [-0.1, 0.3, -0.2], [-0.1, 0.2, 0.0], [-0.3, -0.3, -0.3], [-0.9, -1.1, 1.5], [0.1, 0.4, -0.3], [0.0, 0.0, 0.1], [0.1, 0.1, 0.3], [-1.2, -0.2, -1.6], [2.9, 3.1, 0.7], [-1.9, -1.4, -0.3], [-0.2, -0.1, 0.2], [0.5, 0.0, 0.3], [0.4, 0.2, -0.5], [0.0, 0.2, 0.0], [0.1, 0.3, 0.1], [0.0, 0.0, 0.0], [0.1, -0.2, -0.1], [0.2, -0.3, -0.1], [0.0, 0.0, -0.1], [0.0, -0.1, 0.0], [0.1, -0.3, -0.1], [0.1, -0.2, 0.0], [0.0, 0.1, 0.1], [0.3, 0.1, 0.1], [0.1, -0.1, 0.0], [0.0, -0.2, 0.2], [-0.1, -0.2, 0.6], [0.0, 0.0, 0.1], [0.0, 0.1, -0.1], [-0.2, 0.0, -0.3], [0.0, -0.1, -0.2]], "lumo_ha": [-0.0091, -0.0177], "spin_multiplicity": 3, "homo_ev": [-8.9853, -9.5784]}

{"formula": "CH5BrN2", "method": "ωB97M-V/def2-TZVPD", "symbols": ["C", "N", "N", "Br", "H", "H", "H", "H", "H"], "coordinates": [[1.0247, 0.6763, 0.2835], [-0.4677, -0.9463, -0.2858], [0.4163, -0.5496, 0.6003], [-3.0775, 0.1336, 0.0345], [1.9028, 0.7169, -0.4469], [0.3984, 1.4772, -0.1892], [1.2340, 1.1234, 1.3382], [-1.0021, -1.8632, -0.0732], [-0.4290, -0.7683, -1.2615]], "forces_ev_per_a": [[1.2, 3.3, 0.9], [-0.3, -2.5, 2.8], [-2.2, -1.4, -1.9], [0.7, -0.3, -0.2], [-0.6, -0.8, 1.4], [-0.4, -1.0, 0.3], [0.5, -0.6, -2.1], [1.3, 2.2, -0.1], [0.0, 1.0, -1.0]], "lumo_ha": [-0.0349, -0.0856], "spin_multiplicity": 1, "e_above_lowest_ev": 1.217, "homo_ev": [-9.2812, -8.3740]}